No. 1
{
  "formula": "C12H12FINO5",
  "method": "ωB97M-V with the def2-TZVPD basis set",
  "species": ["C", "C", "C", "O", "C", "H", "H", "C", "O", "O", "C", "H", "C", "C", "H", "O", "C", "H", "H", "N", "H", "I", "H", "H", "H", "H", "C", "C", "C", "O", "H", "F"],
  "coordinates": [[2.949, -0.158, -2.195], [-2.820, 0.004, 2.824], [0.527, 0.985, 1.718], [1.278, -1.357, 1.477], [2.131, -1.235, -1.994], [2.221, -1.796, -1.070], [-3.234, -1.448, 1.215], [1.733, -0.035, -4.462], [0.092, -1.618, -5.065], [3.835, 0.291, -1.426], [2.710, 0.551, -3.527], [0.930, 1.071, 0.635], [1.047, -0.425, 2.269], [-1.747, 0.323, 0.642], [0.960, 1.796, 2.394], [3.286, 1.581, -3.870], [1.088, -1.766, -2.891], [-1.207, 1.058, 3.943], [-3.759, 0.520, 2.403], [-0.960, 1.121, 1.677], [1.678, 0.493, -5.407], [-1.164, 3.105, 0.866], [-2.964, -0.683, 3.724], [-1.397, -1.557, 1.682], [-2.576, 1.021, 0.252], [-2.220, 2.283, 2.934], [-1.749, 1.233, 2.954], [0.924, -1.120, -4.266], [-2.308, -0.878, 1.567], [0.407, -2.705, -2.486], [-1.012, 0.033, -0.181], [1.322, -0.686, 3.666]],
  "nbo_charge": [0.346, -0.428, -0.352, -0.484, -0.389, 0.211, 0.237, -0.388, -0.627, -0.624, 0.421, 0.304, 0.816, -0.255, 0.253, -0.590, 0.428, 0.238, 0.212, -0.437, 0.205, 0.025, 0.236, 0.237, 0.228, 0.235, -0.275, 0.336, -0.431, -0.589, 0.272, -0.369],
  "largest_force_ev_per_a": 5.41,
  "homo_lumo_gap_ev": 2.260,
  "charge": -1,
  "homo_ev": -2.95
}

No. 2
{
  "formula": "C12H12N2O3S",
  "method": "ωB97M-V with the def2-TZVPD basis set",
  "species": ["N", "C", "N", "H", "H", "O", "C", "C", "H", "C", "H", "C", "H", "H", "C", "H", "S", "O", "H", "H", "O", "H", "C", "H", "H", "C", "C", "C", "C", "C"],
  "coordinates": [[-0.595, 1.365, 2.339], [-2.620, 0.616, 1.422], [1.043, -0.545, -0.088], [0.831, -3.118, -0.997], [1.421, -1.369, 0.382], [0.831, 1.551, -0.060], [0.893, 1.450, 2.829], [0.109, -0.432, -3.778], [0.541, 0.983, -2.164], [-1.331, 2.883, 1.906], [0.962, 2.600, 2.486], [1.151, 0.648, 0.537], [-2.864, 0.002, 0.422], [-0.329, 0.193, -4.577], [0.483, -0.043, -2.531], [-0.309, -2.161, -5.148], [-2.999, 2.195, 1.499], [-0.860, 3.804, 2.370], [0.454, -3.784, -3.188], [1.018, 1.232, 3.859], [-0.915, -0.914, 2.210], [2.671, 0.813, 2.006], [-1.386, 0.426, 2.037], [1.571, -0.620, 2.291], [-3.548, 0.062, 2.090], [0.076, -2.076, -3.925], [0.896, -2.277, -1.725], [1.634, 0.383, 1.898], [0.786, -0.979, -1.409], [0.384, -2.889, -2.993]],
  "nbo_charge": [-0.454, -0.718, -0.594, 0.209, 0.392, -0.592, -0.185, -0.199, 0.241, 0.602, 0.249, 0.698, 0.304, 0.225, -0.247, 0.204, 0.338, -0.483, 0.194, 0.226, -0.755, 0.238, 0.572, 0.268, 0.294, -0.162, -0.254, -0.515, 0.150, -0.246],
  "largest_force_ev_per_a": 12.62,
  "smiles": "O=C(CCN1C(=O)CSC1=O)Nc1ccccc1",
  "homo_lumo_gap_ev": 8.326,
  "homo_ev": -8.26
}

No. 3
{
  "formula": "C12H12N2O7Y",
  "method": "ωB97M-V with the def2-TZVPD basis set",
  "species": ["C", "O", "Y", "H", "H", "C", "C", "H", "C", "N", "H", "H", "C", "O", "H", "C", "O", "H", "N", "O", "O", "C", "C", "H", "H", "C", "O", "H", "C", "C", "C", "H", "O", "H"],
  "coordinates": [[-2.928, 0.260, -0.991], [1.225, 0.855, -1.063], [-0.531, 0.486, 0.114], [-4.430, 2.346, 0.955], [0.452, 4.482, 3.460], [2.143, 1.774, -0.824], [-4.442, 0.315, -1.054], [-3.936, 2.181, -1.707], [2.046, 4.352, 1.991], [0.645, 2.253, 0.982], [-5.955, -0.248, 0.394], [-5.177, 1.559, -2.613], [-5.043, 0.347, 0.369], [3.154, 1.968, -1.439], [3.505, 5.579, 2.061], [0.843, 3.965, 2.596], [-1.742, 2.869, 3.464], [-5.739, 3.403, -0.888], [-4.820, 1.649, -1.664], [2.690, 5.389, 2.537], [-1.552, 1.298, 1.859], [1.778, 2.620, 0.392], [0.173, 2.897, 2.050], [-6.787, 1.968, -0.980], [3.447, 3.951, 0.367], [-5.792, 2.330, -0.723], [-2.274, 1.323, -1.212], [-4.347, -0.074, 1.091], [2.526, 3.675, 0.864], [-1.159, 2.347, 2.553], [-5.332, 1.825, 0.629], [-6.093, 1.974, 1.391], [-2.388, -0.795, -0.593], [-4.837, -0.490, -1.668]],
  "nbo_charge": [0.767, -0.893, 2.313, 0.240, 0.269, 0.758, -0.156, 0.465, 0.383, -0.622, 0.236, 0.442, -0.407, -0.542, 0.497, -0.253, -0.558, 0.242, -0.513, -0.620, -0.902, 0.140, 0.118, 0.223, 0.257, -0.214, -0.771, 0.266, -0.287, 0.758, -0.433, 0.262, -0.724, 0.261],
  "largest_force_ev_per_a": 0.36,
  "homo_lumo_gap_ev": 9.375,
  "charge": 1,
  "homo_ev": -12.68
}

No. 4
{
  "formula": "C12H12O2",
  "method": "ωB97M-V with the def2-TZVPD basis set",
  "species": ["H", "C", "C", "H", "C", "H", "H", "C", "O", "H", "C", "H", "H", "C", "O", "C", "H", "H", "H", "C", "C", "C", "H", "C", "H", "C"],
  "coordinates": [[-4.149, -0.458, -1.770], [-0.433, -1.610, 1.082], [0.376, -0.716, -1.308], [-1.514, -3.556, 1.859], [0.253, -0.972, 1.826], [1.799, 0.959, -0.008], [4.541, 3.445, 1.612], [2.273, 1.463, 0.768], [-1.715, -3.463, 0.949], [2.289, -1.713, -0.959], [-2.023, -0.474, -1.330], [0.198, 1.235, -2.625], [3.168, 3.844, 2.663], [-0.785, -0.063, -1.665], [-0.727, 1.224, -2.232], [1.404, -1.352, -1.387], [1.055, -0.727, 2.443], [-3.633, 0.868, -1.058], [-3.217, 0.755, -2.612], [3.672, 3.051, 2.265], [2.960, 2.072, 1.528], [-3.335, 0.153, -1.719], [4.195, 2.559, 2.985], [-2.184, -1.772, -0.684], [-3.020, -2.483, -0.966], [-1.449, -2.269, 0.342]],
  "nbo_charge": [0.218, -0.071, -0.084, 0.496, -0.192, 0.235, 0.230, -0.257, -0.682, 0.233, -0.008, 0.483, 0.235, 0.178, -0.668, -0.186, 0.238, 0.227, 0.232, -0.682, 0.008, -0.630, 0.229, -0.252, 0.229, 0.242],
  "largest_force_ev_per_a": 4.33,
  "smiles": "C#C/C(O)=C\\C(C)=C(\\O)C#C.C#CC",
  "homo_lumo_gap_ev": 8.282,
  "homo_ev": -7.90
}